{
  "formula": "C32H34I2N6O6PRu",
  "method": "ωB97M-V/def2-TZVPD",
  "total_energy_ev": -83022.0809,
  "gap_ha": [0.1945, 0.1108],
  "homo_energy_ev": [-10.76, -10.76],
  "largest_force_ev_per_a": 0.664,
  "s2": 8.79,
  "spin_multiplicity": 6,
  "total_charge": 2,
  "de_lowest_kj_mol": 152.9,
  "elements": ["Ru", "I", "C", "C", "C", "I", "C", "C", "C", "C", "N", "C", "C", "O", "H", "H", "H", "H", "C", "C", "C", "C", "C", "C", "N", "C", "C", "C", "C", "C", "C", "C", "O", "O", "C", "C", "H", "H", "H", "H", "H", "H", "H", "H", "H", "H", "H", "H", "H", "H", "N", "C", "P", "O", "O", "C", "N", "H", "H", "H", "H", "H", "H", "H", "H", "H", "H", "N", "C", "O", "C", "C", "C", "N", "C", "C", "H", "H", "H", "H", "H", "H"],
  "positions_angstrom": [[1.252, -0.177, -1.292], [4.418, 0.114, -5.798], [3.564, -1.549, -4.911], [3.886, -2.798, -5.387], [3.396, -3.951, -4.761], [4.016, -5.757, -5.502], [2.514, -3.864, -3.625], [1.991, -4.975, -2.940], [1.146, -4.776, -1.879], [0.812, -3.470, -1.508], [1.305, -2.407, -2.131], [2.146, -2.598, -3.162], [2.710, -1.382, -3.762], [2.474, -0.272, -3.253], [4.545, -2.894, -6.239], [2.266, -5.975, -3.247], [0.735, -5.609, -1.326], [0.122, -3.269, -0.700], [-6.061, 0.432, 2.084], [-4.824, 0.122, 2.897], [-4.822, 0.430, 4.254], [-3.701, 0.185, 5.023], [-2.572, -0.390, 4.459], [-2.576, -0.738, 3.116], [-1.471, -1.355, 2.483], [-0.367, -1.957, 3.058], [-0.418, -2.580, 4.312], [0.706, -3.156, 4.871], [1.934, -3.137, 4.205], [1.991, -2.544, 2.965], [0.856, -1.964, 2.378], [0.998, -1.390, 1.042], [2.137, -1.021, 0.608], [-0.015, -1.266, 0.268], [-3.696, -0.472, 2.322], [-3.671, -0.885, 0.868], [-6.710, 1.113, 2.633], [-6.638, -0.470, 1.866], [-5.820, 0.905, 1.132], [-5.701, 0.881, 4.701], [-3.701, 0.442, 6.075], [-1.690, -0.549, 5.064], [-1.396, -1.216, 1.494], [-1.363, -2.627, 4.835], [0.623, -3.637, 5.839], [2.814, -3.588, 4.644], [2.921, -2.518, 2.413], [-3.516, -1.964, 0.775], [-2.862, -0.395, 0.309], [-4.601, -0.644, 0.363], [-0.639, 2.805, -5.565], [0.634, 2.044, -5.255], [1.100, 2.670, -3.589], [0.642, 4.100, -3.667], [0.618, 1.777, -2.493], [2.906, 2.836, -3.378], [2.977, 3.783, -2.195], [-0.530, 3.737, -5.117], [-1.455, 2.363, -5.143], [-0.811, 2.903, -6.564], [1.363, 2.332, -6.007], [0.465, 0.973, -5.292], [3.375, 3.335, -4.222], [3.409, 1.900, -3.142], [2.617, 3.333, -1.347], [2.358, 4.584, -2.387], [3.922, 4.118, -2.011], [-0.459, 4.108, 4.576], [-1.199, 3.665, 3.530], [-2.387, 3.864, 3.413], [-0.462, 2.889, 2.455], [0.810, 2.353, 2.594], [1.374, 1.679, 1.524], [0.747, 1.515, 0.353], [-0.501, 2.008, 0.240], [-1.131, 2.695, 1.255], [-0.928, 4.649, 5.284], [0.538, 4.022, 4.621], [1.358, 2.405, 3.526], [2.347, 1.212, 1.615], [-1.002, 1.840, -0.698], [-2.143, 3.063, 1.151]],
  "mulliken_spin": [3.639, 0.022, 0.187, -0.069, 0.278, 0.096, -0.018, 0.067, -0.012, 0.002, 0.096, 0.071, 0.100, 0.267, 0.003, 0.009, 0.001, 0.000, 0.000, 0.000, 0.000, 0.000, 0.001, 0.000, 0.000, 0.002, 0.000, 0.002, -0.001, 0.008, 0.026, -0.049, 0.104, 0.080, 0.000, 0.001, 0.000, 0.000, 0.000, 0.000, 0.000, 0.000, -0.004, 0.000, 0.000, 0.000, 0.003, 0.000, -0.002, 0.000, 0.000, 0.001, 0.003, 0.004, -0.006, 0.025, 0.000, 0.000, 0.000, 0.000, 0.001, 0.002, -0.001, -0.012, 0.006, 0.000, 0.000, 0.000, 0.000, 0.000, 0.000, 0.003, 0.015, 0.021, 0.038, -0.006, 0.000, 0.000, 0.001, -0.003, -0.002, 0.001]
}

{
  "formula": "C7H11N3S2",
  "method": "ωB97M-V/def2-TZVPD",
  "total_energy_ev": -33576.3176,
  "gap_ha": 0.3022,
  "homo_energy_ev": -8.16,
  "largest_force_ev_per_a": 5.331,
  "spin_multiplicity": 1,
  "smiles": "CN(C)C(=S)N(C)c1nccs1",
  "de_lowest_kj_mol": 0.0,
  "elements": ["C", "C", "C", "C", "C", "C", "C", "N", "N", "N", "S", "S", "H", "H", "H", "H", "H", "H", "H", "H", "H", "H", "H"],
  "positions_angstrom": [[3.307, -0.271, -0.232], [3.204, 0.377, 1.010], [1.227, -0.943, 0.293], [-1.100, -0.729, 0.308], [-0.038, -2.908, -0.286], [-2.104, 1.431, 0.794], [-0.303, 1.382, -0.796], [2.288, -1.069, -0.468], [0.011, -1.511, 0.206], [-0.968, 0.646, 0.277], [-2.485, -1.511, 0.975], [1.595, 0.205, 1.647], [4.242, -0.434, -0.695], [3.776, 1.042, 1.459], [-0.397, -3.559, 0.520], [-0.669, -2.900, -1.097], [0.982, -3.103, -0.594], [-2.811, 1.297, -0.043], [-2.408, 1.064, 1.796], [-1.623, 2.369, 0.873], [-1.019, 1.738, -1.588], [0.254, 2.179, -0.399], [0.402, 0.772, -1.392]],
  "lowdin_charge": [-0.233, -0.354, -0.571, -0.745, -0.021, -0.089, -0.070, 0.031, -0.164, -0.266, 0.615, 1.046, 0.092, -0.007, 0.085, 0.058, 0.083, 0.098, 0.076, 0.068, 0.111, 0.065, 0.095]
}

{
  "formula": "C2H3NO3",
  "method": "ωB97M-V/def2-TZVPD",
  "total_energy_ev": -9748.3247,
  "gap_ha": 0.4426,
  "homo_energy_ev": -11.33,
  "largest_force_ev_per_a": 6.123,
  "spin_multiplicity": 1,
  "smiles": "O=[N+]([O-])O.C#C",
  "de_lowest_kj_mol": 749.2,
  "elements": ["C", "C", "N", "O", "O", "O", "H", "H", "H"],
  "positions_angstrom": [[-1.871, 0.261, -0.238], [-1.618, -0.833, 0.194], [1.812, 0.010, 0.176], [2.920, 0.267, 0.336], [1.063, 0.996, -0.315], [1.148, -1.010, 0.305], [-2.276, 1.292, -0.410], [0.064, 0.692, -0.508], [-1.242, -1.675, 0.461]],
  "lowdin_charge": [0.001, 0.057, -0.511, 0.176, 0.062, 0.042, 0.078, 0.121, -0.027]
}

{
  "formula": "C25H26IrN4O5S4",
  "method": "ωB97M-V/def2-TZVPD",
  "total_energy_ev": -88718.6904,
  "gap_ha": 0.3143,
  "homo_energy_ev": -11.02,
  "largest_force_ev_per_a": 1.753,
  "spin_multiplicity": 1,
  "total_charge": 1,
  "de_lowest_kj_mol": 160.1,
  "elements": ["Ir", "C", "C", "N", "C", "C", "S", "C", "C", "S", "C", "N", "C", "H", "H", "H", "H", "H", "H", "H", "H", "C", "C", "C", "C", "C", "C", "C", "S", "O", "O", "N", "C", "C", "O", "O", "H", "H", "H", "H", "H", "H", "H", "H", "H", "C", "S", "O", "C", "C", "C", "C", "C", "C", "H", "H", "H", "H", "H", "H", "H", "H", "N", "C", "H"],
  "positions_angstrom": [[-0.183, -0.005, 0.095], [1.872, -0.177, 3.708], [2.622, 0.238, 2.491], [2.125, 0.349, 1.298], [3.046, 0.804, 0.401], [4.291, 1.033, 0.906], [4.290, 0.677, 2.574], [2.607, 1.027, -0.976], [3.380, 1.498, -1.986], [2.471, 1.630, -3.418], [1.080, 1.060, -2.614], [1.291, 0.759, -1.350], [-0.217, 1.023, -3.352], [1.324, -1.101, 3.525], [1.153, 0.599, 3.976], [2.549, -0.330, 4.546], [5.169, 1.395, 0.399], [4.422, 1.765, -1.952], [-0.054, 0.736, -4.391], [-0.667, 2.016, -3.352], [-0.900, 0.321, -2.889], [-4.660, -6.745, 0.388], [-3.588, -5.717, 0.604], [-2.660, -5.859, 1.634], [-1.746, -4.859, 1.919], [-1.741, -3.705, 1.146], [-2.646, -3.548, 0.103], [-3.548, -4.560, -0.173], [-0.729, -2.349, 1.650], [0.476, -2.192, 0.803], [-0.485, -2.527, 3.052], [-1.515, -1.021, 1.236], [-2.218, -0.280, 2.258], [-1.274, 0.863, 2.649], [-1.328, 1.459, 3.689], [-0.384, 1.181, 1.715], [-4.361, -7.721, 0.768], [-4.913, -6.843, -0.667], [-5.567, -6.449, 0.919], [-2.666, -6.758, 2.238], [-1.049, -4.962, 2.738], [-2.656, -2.630, -0.469], [-4.247, -4.441, -0.993], [-2.441, -0.881, 3.137], [-3.140, 0.151, 1.860], [1.387, -2.395, -2.886], [-0.016, -2.738, -1.814], [-0.609, -1.347, -1.522], [-1.142, -3.405, -3.021], [-1.991, -2.592, -3.755], [-2.860, -3.180, -4.661], [-2.869, -4.559, -4.823], [-2.019, -5.361, -4.075], [-1.154, -4.786, -3.157], [1.070, -1.738, -3.694], [1.754, -3.341, -3.280], [2.154, -1.925, -2.271], [-1.983, -1.521, -3.603], [-3.532, -2.562, -5.241], [-3.549, -5.012, -5.533], [-2.038, -6.436, -4.195], [-0.505, -5.403, -2.548], [-2.136, 2.103, -0.822], [-1.377, 1.301, -0.478], [-2.809, 2.793, -1.078]],
  "lowdin_charge": [1.442, -0.043, -0.592, 0.019, -0.336, -0.331, 1.117, -0.290, -0.317, 1.135, -0.628, -0.050, -0.087, 0.064, 0.086, 0.081, 0.078, 0.088, 0.088, 0.090, 0.033, -0.038, -0.254, -0.017, -0.035, -0.278, -0.075, -0.026, 0.620, -0.444, -0.258, -0.341, -0.141, -0.597, 0.104, -0.217, 0.082, 0.081, 0.094, 0.121, 0.120, 0.100, 0.121, 0.130, 0.127, -0.186, 1.030, -0.661, -0.395, -0.060, -0.055, -0.058, -0.058, -0.079, 0.063, 0.073, 0.060, 0.100, 0.113, 0.114, 0.115, 0.120, 0.252, -0.236, 0.123]
}

{
  "formula": "C21H35IN10O5PdS2",
  "method": "ωB97M-V/def2-TZVPD",
  "total_energy_ev": -80732.1793,
  "gap_ha": 0.2559,
  "homo_energy_ev": -6.72,
  "largest_force_ev_per_a": 0.702,
  "spin_multiplicity": 1,
  "de_lowest_kj_mol": 26.9,
  "elements": ["Pd", "C", "C", "C", "C", "N", "C", "S", "N", "C", "H", "H", "H", "H", "H", "H", "H", "H", "C", "C", "C", "C", "N", "C", "N", "N", "N", "H", "H", "H", "H", "H", "H", "H", "H", "H", "H", "C", "C", "S", "O", "O", "C", "C", "N", "C", "N", "C", "C", "N", "O", "O", "C", "H", "H", "H", "H", "H", "H", "H", "H", "H", "H", "H", "H", "H", "N", "C", "O", "C", "I", "H", "H", "H", "H"],
  "positions_angstrom": [[0.276, 0.055, 1.312], [4.484, -0.566, 4.059], [3.523, 0.466, 3.560], [3.863, 1.747, 3.282], [2.801, 2.651, 2.910], [1.570, 2.299, 2.792], [1.195, 0.946, 2.936], [-0.427, 0.541, 3.463], [2.241, 0.079, 3.402], [3.122, 4.103, 2.680], [5.502, -0.182, 4.036], [4.429, -1.473, 3.453], [4.245, -0.843, 5.088], [4.877, 2.093, 3.426], [1.948, -0.848, 3.667], [4.191, 4.301, 2.755], [2.600, 4.715, 3.416], [2.768, 4.404, 1.695], [6.299, -0.425, -1.837], [6.087, 0.802, -0.956], [5.326, 1.896, -1.697], [5.415, 0.443, 0.369], [4.089, -0.138, 0.205], [3.711, -1.417, 0.061], [2.418, -1.463, -0.117], [2.005, -0.177, -0.054], [3.003, 0.621, 0.135], [6.879, -0.164, -2.722], [5.344, -0.829, -2.183], [6.835, -1.216, -1.308], [7.069, 1.195, -0.671], [4.332, 1.554, -1.991], [5.863, 2.183, -2.601], [5.198, 2.784, -1.077], [5.282, 1.320, 1.000], [6.010, -0.288, 0.920], [4.383, -2.256, 0.090], [-7.854, -0.438, -2.152], [-6.409, -0.333, -2.618], [-5.542, -1.824, -2.180], [-6.126, -2.926, -2.902], [-5.448, -1.882, -0.744], [-3.904, -1.563, -2.849], [-2.950, -2.690, -2.425], [-2.353, -2.421, -1.120], [-1.369, -1.506, -0.948], [-1.175, -1.248, 0.332], [-2.057, -2.020, 1.029], [-2.781, -2.758, 0.147], [-3.738, -3.773, 0.447], [-4.051, -4.545, -0.445], [-4.138, -3.825, 1.590], [-0.666, -0.843, -2.072], [-8.390, 0.475, -2.408], [-7.893, -0.570, -1.072], [-8.351, -1.283, -2.626], [-5.880, 0.486, -2.129], [-6.335, -0.233, -3.702], [-3.550, -0.586, -2.512], [-4.030, -1.566, -3.932], [-2.131, -2.753, -3.140], [-3.457, -3.649, -2.404], [-2.108, -2.018, 2.104], [-0.141, -1.568, -2.697], [0.057, -0.148, -1.657], [-1.365, -0.275, -2.684], [-2.778, 1.949, 1.077], [-3.376, 1.759, -0.109], [-2.990, 1.015, -1.001], [-4.616, 2.610, -0.323], [-6.267, 1.914, 0.841], [-1.948, 1.463, 1.404], [-3.273, 2.469, 1.782], [-4.913, 2.545, -1.363], [-4.459, 3.645, -0.034]],
  "lowdin_charge": [0.461, -0.022, -0.345, -0.043, -0.366, 0.071, -0.930, 0.517, 0.045, -0.035, 0.079, 0.078, 0.090, 0.101, 0.117, 0.066, 0.082, 0.079, -0.075, -0.410, -0.073, -0.113, -0.092, -0.146, 0.058, -0.124, 0.101, 0.081, 0.076, 0.079, 0.138, 0.073, 0.081, 0.081, 0.112, 0.131, 0.132, -0.124, -0.302, 0.635, -0.302, -0.295, -0.201, -0.114, 0.061, -0.337, 0.011, -0.020, -0.155, -0.349, 0.075, 0.103, -0.006, 0.079, 0.060, 0.078, 0.065, 0.107, 0.075, 0.113, 0.125, 0.115, 0.116, 0.090, 0.054, 0.077, 0.176, -0.646, 0.020, -0.554, 0.828, 0.015, 0.091, 0.038, 0.046]
}

{
  "formula": "C3H8N2O",
  "method": "ωB97M-V/def2-TZVPD",
  "total_energy_ev": -8267.5484,
  "gap_ha": 0.3614,
  "homo_energy_ev": -9.07,
  "largest_force_ev_per_a": 1.638,
  "spin_multiplicity": 1,
  "smiles": "N/C=N\\CCO",
  "de_lowest_kj_mol": 171.5,
  "elements": ["C", "C", "N", "C", "O", "N", "H", "H", "H", "H", "H", "H", "H", "H"],
  "positions_angstrom": [[1.215, -0.712, -0.051], [0.383, -0.029, 1.137], [-1.357, 0.639, -1.000], [-1.747, 0.037, 0.156], [2.187, 0.130, -0.636], [-1.015, -0.331, 1.126], [1.830, 1.021, -0.725], [-0.348, 0.698, -1.184], [-2.007, 0.743, -1.758], [0.555, -1.161, -0.810], [1.771, -1.550, 0.373], [0.782, -0.362, 2.097], [0.558, 1.054, 1.046], [-2.807, -0.179, 0.228]],
  "lowdin_charge": [-0.257, -0.215, 0.101, -0.317, -0.079, -0.008, 0.071, 0.080, 0.091, 0.103, 0.109, 0.100, 0.110, 0.112]
}